Formula: C46H117F12N23O14P6S4Sr
Source: OMol25
Level of theory: wB97M-V/def2-TZVPD

ORCA input file:
```
! RIJCOSX wB97M-V def2-TZVPD def2/J DEFGRID3
* xyz 0 1
Sr -4.725 -2.334 2.293
C -1.219 -0.293 -2.786
F -2.338 0.488 -2.521
F -1.140 -0.551 -4.109
F -0.112 0.214 -2.418
S -1.639 -1.915 -1.728
O -3.064 -1.961 -1.654
O -1.111 -3.197 -2.298
N -1.155 -1.471 -0.089
S 0.319 -1.932 -0.005
O 0.523 -3.383 0.199
O 1.174 -1.420 -1.053
C 0.758 -1.085 1.619
F 0.514 0.152 1.413
F -0.121 -1.470 2.533
F 2.016 -1.274 2.071
C -7.841 -6.052 5.563
F -8.277 -4.783 5.473
F -8.354 -6.440 6.757
F -8.348 -6.868 4.606
S -5.956 -6.272 5.458
O -5.388 -5.091 6.059
O -5.778 -7.520 6.231
N -5.439 -6.137 3.871
S -5.181 -7.631 3.618
O -3.796 -8.056 4.075
O -6.306 -8.476 3.802
C -4.970 -7.448 1.618
F -5.124 -8.657 1.021
F -5.802 -6.531 1.081
F -3.659 -7.107 1.466
O 5.046 -10.842 -0.495
P 3.898 -11.768 -0.366
N 4.341 -13.395 -0.481
C 5.746 -13.701 -0.637
C 3.367 -14.507 -0.643
N 2.797 -11.754 -1.738
C 3.418 -11.668 -3.096
C 1.454 -11.171 -1.648
N 2.953 -11.539 1.046
C 3.159 -10.219 1.786
C 1.816 -12.374 1.483
H 6.011 -14.757 -0.587
H 6.328 -13.224 0.151
H 6.020 -13.532 -1.678
H 2.345 -14.145 -0.758
H 3.569 -15.264 0.115
H 3.517 -14.830 -1.673
H 3.703 -10.649 -3.356
H 4.322 -12.272 -3.170
H 2.719 -11.863 -3.910
H 0.672 -11.869 -1.350
H 1.385 -10.263 -1.048
H 1.211 -11.042 -2.703
H 2.964 -10.299 2.856
H 4.170 -9.839 1.640
H 2.597 -9.341 1.468
H 2.226 -12.785 2.405
H 1.644 -13.297 0.928
H 0.910 -11.842 1.773
O -4.327 0.555 6.428
P -4.097 1.327 7.732
N -5.383 1.342 8.854
C -5.150 2.030 10.152
C -6.112 0.096 9.181
N -3.841 2.928 7.368
C -4.952 3.921 7.251
C -2.571 3.306 6.635
N -2.799 0.960 8.856
C -2.000 1.813 9.710
C -2.322 -0.421 8.886
H -4.570 1.451 10.870
H -6.058 2.521 10.503
H -4.487 2.855 9.891
H -6.495 -0.242 8.218
H -7.010 0.274 9.773
H -5.282 -0.524 9.519
H -4.536 4.808 6.773
H -5.702 3.491 6.586
H -5.403 4.178 8.210
H -1.762 2.706 7.053
H -2.638 2.758 5.694
H -2.529 4.385 6.492
H -0.997 1.786 9.284
H -2.362 2.824 9.526
H -2.328 1.499 10.701
H -2.507 -0.923 7.936
H -2.967 -1.022 9.527
H -1.292 -0.523 9.229
O 8.415 5.469 8.765
P 8.060 4.560 7.648
N 6.339 4.508 7.296
C 5.550 5.739 7.419
C 5.688 3.491 6.428
N 8.604 2.861 7.650
C 10.059 2.697 7.619
C 7.843 1.816 8.229
N 8.551 5.093 6.075
C 8.502 4.452 4.802
C 9.432 6.248 6.079
H 5.839 6.510 6.705
H 5.711 6.169 8.408
H 4.476 5.555 7.389
H 4.962 3.138 7.161
H 6.234 2.588 6.155
H 5.220 3.783 5.488
H 10.612 3.627 7.484
H 10.370 2.203 8.539
H 10.105 2.153 6.675
H 7.750 0.985 7.531
H 8.336 1.302 9.054
H 6.936 2.262 8.637
H 9.235 3.645 4.774
H 7.537 3.972 4.640
H 8.773 4.956 3.874
H 10.464 5.905 6.160
H 9.165 6.966 6.855
H 9.409 6.751 5.113
O 4.948 3.536 -6.865
P 6.137 2.626 -6.919
N 7.514 3.407 -7.604
C 8.727 2.650 -7.946
C 7.401 4.761 -8.108
N 5.761 1.170 -7.761
C 6.620 0.311 -8.609
C 4.424 0.493 -7.420
N 6.708 2.109 -5.383
C 7.760 1.181 -5.172
C 5.741 2.289 -4.319
H 9.409 2.709 -7.098
H 9.318 3.231 -8.654
H 8.638 1.583 -8.147
H 7.035 5.420 -7.321
H 6.699 4.754 -8.942
H 8.279 5.254 -8.523
H 7.325 0.986 -9.095
H 7.027 -0.484 -7.984
H 5.972 -0.223 -9.305
H 4.683 -0.394 -6.841
H 3.741 1.067 -6.793
H 3.880 0.078 -8.268
H 8.432 1.248 -6.028
H 8.121 1.339 -4.155
H 7.262 0.212 -5.163
H 6.286 2.624 -3.437
H 5.065 1.442 -4.204
H 5.110 3.161 -4.490
O -1.054 9.817 -0.871
P -0.382 9.902 0.503
N -1.523 9.725 1.793
C -1.317 10.335 3.145
C -2.694 8.862 1.575
N 0.247 11.501 0.829
C 1.649 11.750 0.229
C -0.618 12.692 0.805
N 0.818 8.668 0.964
C 0.645 7.268 0.627
C 1.984 8.856 1.925
H -1.493 9.549 3.880
H -1.976 11.196 3.254
H -0.286 10.663 3.284
H -2.490 8.029 0.902
H -3.430 9.569 1.193
H -2.967 8.500 2.567
H 2.268 10.855 0.172
H 1.526 12.153 -0.776
H 2.046 12.446 0.969
H -1.031 12.884 -0.186
H -1.411 12.623 1.549
H -0.006 13.560 1.054
H 0.174 7.158 -0.350
H 1.603 6.775 0.464
H -0.015 6.808 1.362
H 2.960 8.436 1.680
H 1.613 8.412 2.848
H 2.146 9.886 2.241
O -11.109 -1.365 -7.636
P -10.836 -0.442 -8.774
N -12.078 0.786 -8.888
C -13.418 0.344 -9.288
C -11.884 2.067 -8.236
N -10.645 -1.138 -10.312
C -10.655 -0.316 -11.524
C -10.891 -2.610 -10.425
N -9.381 0.364 -8.505
C -8.698 1.288 -9.485
C -8.570 -0.128 -7.397
H -14.054 1.225 -9.376
H -13.892 -0.318 -8.564
H -13.391 -0.434 -10.051
H -10.892 2.450 -8.475
H -11.907 2.184 -7.153
H -12.567 2.826 -8.618
H -11.044 0.675 -11.288
H -9.650 -0.234 -11.940
H -11.473 -0.702 -12.131
H -11.909 -2.966 -10.269
H -10.611 -2.944 -11.424
H -10.220 -3.091 -9.713
H -7.939 0.663 -9.955
H -9.444 1.771 -10.117
H -8.218 1.995 -8.808
H -8.315 -1.187 -7.422
H -9.100 0.115 -6.476
H -7.631 0.422 -7.330
C 1.774 -5.997 -6.927
C 2.658 -5.827 -8.086
N 3.359 -5.582 -9.012
H 2.445 -5.648 -6.142
H 1.466 -6.981 -6.576
H 0.909 -5.343 -7.038
C -7.145 3.840 -1.249
C -6.539 3.055 -0.133
N -6.067 2.466 0.778
H -7.042 3.196 -2.122
H -6.608 4.771 -1.430
H -8.184 4.128 -1.088
C 6.556 -4.348 -0.887
C 6.911 -4.186 0.473
N 7.251 -4.084 1.573
H 7.185 -5.035 -1.453
H 6.458 -3.361 -1.339
H 5.564 -4.793 -0.813
*
```

As for the HOMO energy: -7.802 eV. The HOMO-LUMO gap comes out at 2.9460 eV. Its strongest force on any atom is 8.049 eV Å⁻¹.

=====

Formula: C46H124N6O24
Source: OMol25
Level of theory: wB97M-V/def2-TZVPD

ORCA input file:
```
! RIJCOSX wB97M-V def2-TZVPD def2/J DEFGRID3
* xyz 0 1
C -3.470 -4.286 2.191
C -3.968 -3.156 3.097
C -3.611 -3.221 4.543
O -4.255 -2.236 5.279
C -4.149 -2.111 6.701
N -3.508 -1.881 2.613
H -3.764 -4.134 1.153
H -3.867 -5.248 2.517
H -2.396 -4.464 2.238
H -5.054 -3.063 3.067
H -2.530 -3.156 4.670
H -3.895 -4.167 5.004
H -4.424 -3.090 7.094
H -4.674 -1.239 7.090
H -3.096 -2.065 6.980
H -4.071 -1.241 3.154
H -3.885 -1.622 1.712
C -4.652 1.491 4.543
C -3.795 2.655 3.990
C -4.551 3.619 3.092
O -5.012 2.756 2.006
C -5.479 3.348 0.813
N -3.227 3.384 5.118
H -3.910 0.985 5.160
H -5.002 0.809 3.768
H -5.541 1.832 5.073
H -3.050 2.273 3.292
H -3.936 4.405 2.654
H -5.341 4.182 3.590
H -6.448 3.841 0.897
H -5.375 2.751 -0.093
H -4.841 4.103 0.355
H -2.842 2.917 5.926
H -2.475 3.925 4.716
C 1.544 -4.336 -5.432
C 1.938 -4.825 -6.860
O 1.972 -3.806 -7.840
O 0.163 -4.608 -5.217
H 1.812 -3.301 -5.222
H 2.155 -4.862 -4.699
H 1.316 -5.660 -7.184
H 2.941 -5.235 -6.742
H 1.173 -3.855 -8.369
H -0.277 -3.895 -5.686
C 0.002 -1.525 4.540
C 0.398 -0.059 4.273
O 1.316 0.301 5.310
O 1.090 -2.382 4.256
H -0.821 -1.845 3.903
H -0.333 -1.561 5.577
H -0.403 0.680 4.256
H 0.788 0.097 3.268
H 2.045 -0.324 5.312
H 1.885 -2.057 4.683
C 3.224 -2.741 0.882
C 3.225 -1.177 1.071
O 4.563 -0.704 1.118
O 4.146 -3.395 1.752
H 3.508 -3.138 -0.093
H 2.216 -3.140 0.997
H 2.865 -0.858 2.050
H 2.586 -0.578 0.422
H 4.517 0.216 0.848
H 3.918 -4.328 1.745
C 4.867 -2.024 -2.527
C 5.103 -2.242 -3.993
O 6.305 -3.003 -4.139
O 5.962 -1.218 -1.916
H 4.860 -2.952 -1.955
H 3.884 -1.575 -2.380
H 5.231 -1.281 -4.493
H 4.306 -2.767 -4.520
H 7.107 -2.586 -3.815
H 6.094 -0.401 -2.404
C 1.936 1.469 -4.485
C 1.950 0.109 -3.965
O 2.476 -0.819 -4.830
O 3.292 1.821 -4.497
H 1.213 2.124 -4.000
H 1.581 1.456 -5.515
H 0.882 -0.089 -3.879
H 2.429 -0.043 -2.997
H 1.975 -0.785 -5.648
H 3.697 1.281 -5.179
C -0.183 -7.516 1.225
C -0.050 -6.332 0.384
O 0.793 -5.415 1.092
O -1.200 -7.250 2.238
H 0.746 -7.788 1.725
H -0.474 -8.398 0.654
H -1.000 -5.886 0.090
H 0.509 -6.593 -0.515
H 0.385 -5.314 1.954
H -0.765 -6.837 2.988
C -8.028 1.268 -2.188
C -6.587 1.590 -2.485
O -5.690 0.669 -1.949
O -8.436 0.167 -2.969
H -8.704 2.101 -2.381
H -8.277 0.934 -1.181
H -6.318 2.590 -2.146
H -6.415 1.651 -3.559
H -5.325 0.061 -2.596
H -9.252 -0.225 -2.650
C 7.696 2.924 6.239
O 6.666 2.806 5.268
C 6.796 3.600 4.066
C 5.610 3.550 3.077
N 5.066 2.213 3.272
C 3.625 2.030 3.172
C 3.075 2.583 1.841
O 3.701 1.816 0.803
C 3.272 2.023 -0.534
H 7.802 2.132 6.980
H 7.536 3.852 6.788
H 8.666 2.946 5.741
H 7.683 3.233 3.550
H 6.978 4.590 4.483
H 5.834 3.813 2.043
H 4.945 4.320 3.468
H 5.347 1.932 2.343
H 3.059 2.394 4.030
H 3.385 0.967 3.164
H 3.239 3.658 1.765
H 1.986 2.536 1.836
H 2.301 1.564 -0.718
H 3.896 1.462 -1.231
H 3.315 3.067 -0.844
C 0.638 6.101 8.557
O -0.004 5.358 7.517
C -0.460 6.150 6.418
C 0.733 6.603 5.560
N 1.516 5.520 4.941
C 0.907 4.719 3.850
C 0.302 5.515 2.681
O -0.330 4.607 1.746
C -1.154 5.265 0.766
H 1.533 6.649 8.261
H 0.967 5.383 9.308
H 0.048 6.825 9.120
H -1.238 6.862 6.691
H -1.043 5.583 5.692
H 1.333 7.171 6.271
H 0.463 7.395 4.862
H 1.669 4.889 5.715
H 0.116 4.050 4.190
H 1.668 4.034 3.478
H 0.981 6.170 2.135
H -0.456 6.206 3.049
H -1.110 4.647 -0.131
H -0.744 6.247 0.529
H -2.181 5.359 1.118
C 0.474 -2.900 -2.392
O 0.584 -2.089 -1.250
C -0.589 -2.051 -0.472
C -0.449 -1.232 0.872
N 0.105 0.087 0.600
C -0.775 1.152 1.149
C -1.880 1.407 0.101
O -1.288 1.643 -1.149
C -2.199 1.938 -2.174
H 1.487 -3.149 -2.705
H -0.102 -2.483 -3.218
H -0.120 -3.779 -2.138
H -0.886 -3.044 -0.135
H -1.458 -1.647 -0.990
H 0.204 -1.843 1.495
H -1.392 -1.164 1.415
H 0.112 0.269 -0.394
H -0.307 2.085 1.464
H -1.295 0.883 2.068
H -2.378 2.319 0.431
H -2.650 0.635 0.098
H -3.023 2.573 -1.851
H -2.571 0.999 -2.585
H -1.640 2.408 -2.983
C -0.426 -4.600 -10.649
O -0.658 -3.618 -9.613
C -1.915 -3.910 -8.969
C -2.298 -2.771 -7.978
N -1.386 -2.660 -6.841
C -1.430 -1.478 -6.014
C -0.718 -0.366 -6.639
O 0.623 -0.674 -7.052
C 1.161 0.086 -8.153
H -0.988 -4.452 -11.572
H -0.603 -5.634 -10.352
H 0.615 -4.455 -10.935
H -1.689 -4.824 -8.421
H -2.773 -4.145 -9.599
H -3.337 -2.870 -7.665
H -2.284 -1.782 -8.437
H -0.489 -2.555 -7.293
H -1.008 -1.628 -5.019
H -2.495 -1.291 -5.874
H -0.535 0.455 -5.947
H -1.290 0.058 -7.464
H 0.867 1.135 -8.124
H 0.962 -0.406 -9.105
H 2.237 0.091 -7.978
*
```

As for the HOMO energy: -8.247 eV. The value obtained for the energy relative to the best compared isomer or geometry (same formula, charge and spin) is 4.775 eV. The HOMO-LUMO gap comes out at 8.2960 eV. Its strongest force on any atom is 3.634 eV Å⁻¹.

=====

Number 1: LUMO level -4.9 eV, E -9005.24763 Eh. Number 2: LUMO level 0.0 eV, E -3960.77325 Eh.